{"formula": "C26H31BKO3S4", "method": "ωB97M-V/def2-TZVPD", "elements": ["K", "C", "C", "S", "C", "C", "S", "C", "C", "S", "H", "H", "H", "H", "H", "H", "H", "H", "H", "H", "H", "H", "C", "C", "O", "S", "C", "C", "C", "C", "C", "C", "C", "C", "H", "H", "H", "H", "H", "H", "H", "C", "C", "C", "C", "C", "C", "C", "C", "O", "B", "O", "C", "C", "H", "H", "H", "H", "H", "H", "H", "H", "H", "H", "H", "H"], "positions_angstrom": [[-2.949476, 1.332979, -0.313754], [-0.896204, -2.201535, 3.534073], [-2.045945, -1.452514, 4.191963], [-2.917121, -0.263407, 3.128909], [-4.544601, -1.012036, 2.933784], [-4.644937, -2.187238, 1.964795], [-4.133107, -1.756901, 0.269187], [-2.703795, -2.842971, -0.018313], [-1.438472, -2.590039, 0.790209], [-1.391077, -3.492877, 2.370052], [-0.307799, -2.706111, 4.304100], [-0.226021, -1.512779, 3.017513], [-1.653072, -0.884985, 5.039465], [-2.779073, -2.158960, 4.585594], [-5.165574, -0.184290, 2.582134], [-4.911503, -1.312154, 3.919200], [-5.688672, -2.506778, 1.918413], [-4.040870, -3.031998, 2.287316], [-2.471198, -2.652599, -1.068344], [-3.024929, -3.884590, 0.054457], [-1.315568, -1.526585, 0.982229], [-0.572852, -2.905694, 0.207939], [-0.020947, 3.310573, -3.793046], [-1.248536, 3.562880, -2.964530], [-1.932857, 2.677869, -2.526173], [-1.617557, 5.296263, -2.668249], [-2.930681, 5.036624, -1.517161], [-4.188239, 4.647277, -1.967238], [-5.081066, 4.041235, -1.102635], [-4.725623, 3.776215, 0.232201], [-3.521069, 4.332491, 0.705197], [-2.624393, 4.925774, -0.163862], [-5.430139, 2.815819, 1.008031], [-5.841258, 1.767908, 1.529197], [0.617681, 2.642165, -3.212334], [0.506094, 4.228583, -4.046202], [-0.318002, 2.788694, -4.703603], [-4.429120, 4.742642, -3.019102], [-6.027024, 3.662503, -1.467038], [-3.257757, 4.181553, 1.744071], [-1.648336, 5.233905, 0.189914], [6.833702, -0.946251, -0.246055], [5.695827, -1.930915, -0.550389], [5.564112, -2.880848, 0.640644], [6.068388, -2.765536, -1.783885], [4.400893, -1.159235, -0.821164], [4.361779, -0.240110, -1.871181], [3.217249, 0.497010, -2.177953], [2.097666, 0.291140, -1.401090], [0.865716, 0.859898, -1.477062], [0.016457, 0.289300, -0.436562], [0.900820, -0.643263, 0.241929], [2.119545, -0.618921, -0.356053], [3.249048, -1.349363, -0.048023], [7.764145, -1.487376, -0.049184], [6.592812, -0.342686, 0.631478], [7.007519, -0.266316, -1.081194], [6.510404, -3.404528, 0.795881], [4.789302, -3.631443, 0.472627], [5.324298, -2.341247, 1.559076], [6.993689, -3.321385, -1.604425], [6.216292, -2.134695, -2.661488], [5.276032, -3.480200, -2.015799], [5.247477, -0.086421, -2.477220], [3.210180, 1.204271, -2.998401], [3.217312, -2.047780, 0.777111]], "forces_ev_per_angstrom": [[0.0, -0.1, 0.2], [0.0, 0.0, 0.0], [0.0, 0.0, 0.1], [0.0, 0.0, 0.0], [0.0, -0.1, 0.0], [0.0, 0.2, 0.0], [0.1, -0.2, 0.1], [-0.1, 0.0, -0.1], [-0.1, 0.0, 0.0], [0.0, 0.0, 0.0], [0.0, 0.0, 0.0], [0.0, 0.0, 0.0], [0.0, 0.0, 0.0], [0.0, 0.0, 0.0], [-0.1, 0.1, 0.0], [0.0, 0.0, 0.0], [0.0, 0.0, 0.0], [0.0, 0.0, 0.0], [0.0, 0.0, 0.0], [0.0, 0.0, 0.0], [0.0, 0.0, 0.0], [0.0, 0.0, 0.0], [0.0, 0.0, 0.0], [0.0, 0.0, 0.0], [0.0, 0.0, 0.0], [0.0, 0.0, 0.0], [0.0, 0.0, 0.0], [0.0, 0.0, 0.0], [0.0, 0.0, 0.0], [0.1, 0.0, 0.0], [0.0, 0.0, 0.0], [0.0, 0.0, 0.0], [-0.1, -0.2, 0.0], [0.0, 0.2, -0.1], [0.0, 0.0, 0.0], [0.0, 0.0, 0.0], [0.0, 0.0, 0.0], [0.0, 0.0, 0.0], [0.0, 0.0, 0.0], [0.0, 0.0, 0.0], [0.0, 0.0, 0.0], [0.0, 0.0, 0.0], [0.0, 0.0, 0.0], [0.0, 0.0, 0.0], [0.0, 0.0, 0.0], [0.0, 0.0, 0.0], [0.0, 0.0, 0.0], [0.0, 0.0, 0.0], [0.0, 0.0, 0.0], [0.0, 0.0, 0.0], [0.1, 0.1, -0.1], [0.0, 0.0, 0.0], [0.0, 0.0, 0.0], [0.0, 0.0, 0.0], [0.0, 0.0, 0.0], [0.0, 0.0, 0.0], [0.0, 0.0, 0.0], [0.0, 0.0, 0.0], [0.0, 0.0, 0.0], [0.0, 0.0, 0.0], [0.0, 0.0, 0.0], [0.0, 0.0, 0.0], [0.0, 0.0, 0.0], [0.0, 0.0, 0.0], [0.0, 0.0, 0.0], [0.0, 0.0, 0.0]], "homo_lumo_gap_ev": 6.00, "charge": -1, "total_energy_ha": -3452.63780, "multiplicity": 1}